[1]
The following is a quantum chemistry calculation of C38H64ClN8NaO5P2 as an isolated structure in a non-equilibrium geometry, from the Open Molecules 2025 dataset.

Values from the calculation:
ΔE to the lowest compared entry with this formula, charge and spin	1.881	eV
highest occupied orbital energy (alpha / beta)	-1.93 / -1.07	eV
net charge	-2
frontier orbital gap (alpha / beta)	5.3 / 4.4	eV

```
119
Properties=species:S:1:pos:R:3:mulliken_charge:R:1
Na 1.343 0.537 1.581 0.758
C -5.661 -0.155 -1.638 -1.876
C -5.674 0.496 -0.239 1.780
C -6.239 1.965 -0.222 -1.532
C -6.467 -0.359 0.793 -1.389
C -4.236 0.603 0.358 -0.186
C -3.073 0.030 -0.073 -0.530
C -1.850 0.290 0.619 -1.119
N -0.687 -0.123 0.079 0.741
C -0.498 -1.115 -0.738 -1.596
C -0.693 -1.007 -2.150 0.400
C -0.715 -2.101 -2.950 0.481
C -0.479 -3.382 -2.255 -0.273
C -0.202 -3.547 -0.945 -0.720
C -0.051 -2.360 -0.079 1.240
O 0.361 -2.386 1.129 -0.846
C -0.092 -4.886 -0.247 1.958
C -1.001 -5.008 1.031 -1.633
C 1.341 -5.313 0.169 -1.534
C -0.533 -6.032 -1.214 -2.229
C -0.955 -2.128 -4.463 1.629
C -2.223 -2.964 -4.674 -1.252
C -1.119 -0.693 -5.017 -1.785
C 0.259 -2.800 -5.191 -1.421
C -1.774 1.079 1.814 1.164
O -0.682 1.478 2.215 -0.573
C -3.041 1.442 2.377 -0.410
C -4.163 1.276 1.625 0.217
C -3.102 2.090 3.758 1.785
C -2.983 3.645 3.661 -1.375
C -1.979 1.572 4.738 -1.349
C -4.482 1.817 4.440 -1.928
H -6.722 -0.253 -1.994 0.468
H -5.255 -1.168 -1.626 0.292
H -5.087 0.435 -2.373 0.321
H -7.295 1.917 -0.721 0.363
H -5.568 2.514 -0.919 0.335
H -6.332 2.360 0.766 0.357
H -7.579 -0.430 0.551 0.362
H -6.536 0.014 1.819 0.343
H -6.055 -1.384 0.937 0.268
H -3.010 -0.557 -0.969 0.564
H -0.816 -0.012 -2.572 0.127
H -0.515 -4.237 -2.873 0.573
H -0.732 -4.334 1.848 0.305
H -0.895 -6.002 1.434 0.454
H -2.062 -4.778 0.799 0.325
H 1.741 -4.551 0.848 0.245
H 2.010 -5.415 -0.754 0.272
H 1.286 -6.310 0.652 0.474
H -1.601 -6.008 -1.464 0.333
H -0.301 -6.958 -0.735 0.528
H 0.053 -6.140 -2.132 0.390
H -3.068 -2.299 -4.326 0.219
H -2.230 -3.912 -4.038 0.158
H -2.380 -3.119 -5.767 0.414
H -1.951 -0.160 -4.545 0.378
H -1.295 -0.722 -6.123 0.414
H -0.185 -0.044 -4.981 0.265
H 0.465 -3.760 -4.666 0.212
H 1.159 -2.174 -4.951 0.303
H 0.050 -3.008 -6.236 0.435
H -5.144 1.621 2.029 -0.079
H -1.889 3.977 3.537 0.139
H -3.471 4.135 4.560 0.412
H -3.464 3.921 2.708 0.243
H -0.951 1.872 4.405 0.136
H -2.016 0.435 4.654 0.254
H -2.202 1.877 5.740 0.490
H -5.380 2.302 4.018 0.330
H -4.367 2.269 5.443 0.505
H -4.809 0.777 4.533 0.366
C 6.418 -0.359 -0.624 -1.003
N 5.016 -0.555 -0.933 0.481
C 4.723 -1.520 -2.017 -0.848
P 3.930 -0.079 0.225 -1.161
O 2.556 -0.350 -0.270 0.267
O 4.289 1.543 0.397 -0.090
P 3.337 2.849 0.941 0.344
O 2.486 2.406 2.071 -0.952
N 4.326 3.983 1.540 0.292
C 5.598 4.255 0.788 -1.061
C 4.331 4.229 3.063 -0.863
N 2.646 3.462 -0.448 0.746
C 2.236 2.555 -1.466 -0.163
C 2.248 4.884 -0.556 -1.210
N 4.270 -0.682 1.677 1.198
C 5.035 -0.168 2.784 -0.986
C 3.775 -2.055 2.003 -1.119
H 6.558 0.464 0.061 0.187
H 7.018 -0.182 -1.560 0.326
H 6.799 -1.289 -0.160 0.280
H 5.181 -1.178 -2.928 0.325
H 3.627 -1.497 -2.114 0.097
H 5.039 -2.487 -1.715 0.325
H 5.623 3.576 -0.079 0.317
H 6.465 4.000 1.411 0.359
H 5.637 5.287 0.422 0.295
H 4.010 5.263 3.299 0.262
H 5.346 4.104 3.476 0.267
H 3.670 3.555 3.564 0.307
H 2.570 1.526 -1.241 -0.306
H 2.756 2.744 -2.463 0.214
H 1.164 2.482 -1.684 -0.005
H 3.037 5.470 -0.958 0.273
H 1.841 5.231 0.412 0.293
H 1.387 4.903 -1.216 0.519
H 5.691 0.664 2.530 0.216
H 5.662 -0.953 3.268 0.375
H 4.330 0.191 3.607 0.175
H 3.171 -2.484 1.194 0.170
H 3.193 -2.002 2.895 0.355
H 4.686 -2.683 2.186 0.346
Cl 1.889 -0.328 4.349 -0.800
N -2.787 3.668 -0.348 -0.634
C -1.937 3.745 -1.165 0.487
N -0.878 3.811 -1.996 -0.637
C -1.044 3.048 -3.060 0.590
N -1.174 2.304 -3.974 -0.746
```

---

[2]
The following is a quantum chemistry calculation of C41H64Br2NO17S as an isolated structure in a non-equilibrium geometry, from the Open Molecules 2025 dataset.

Values from the calculation:
spin multiplicity	2
ΔE to the lowest compared entry with this formula, charge and spin	0.000	eV
highest occupied orbital energy (alpha / beta)	-8.71 / -9.21	eV
frontier orbital gap (alpha / beta)	8.9 / 9.2	eV

```
126
Properties=species:S:1:pos:R:3:lowdin_spin:R:1
C -0.207 -0.216 -0.934 0.000
C 1.041 0.611 -0.886 0.000
Br 0.703 2.487 -0.816 0.000
C 2.299 0.134 -0.918 0.000
Br 3.728 1.417 -0.836 0.000
C 2.623 -1.375 -1.055 0.000
S 4.454 -1.608 -0.846 0.001
C 4.828 -3.349 -0.836 0.008
O 5.162 -1.051 -1.972 0.000
O 4.847 -1.134 0.458 0.000
C 2.268 -1.752 -2.518 -0.001
C 1.874 -3.217 -2.805 0.028
C 0.487 -3.308 -3.471 0.019
C 2.859 -3.728 -3.891 0.005
N 2.023 -4.130 -1.650 0.370
O 1.744 -5.347 -1.913 0.508
C 1.481 -3.663 -0.357 0.028
C 2.016 -4.654 0.725 0.003
C -0.048 -3.816 -0.257 0.020
C 1.974 -2.241 0.059 -0.001
H -0.067 -1.199 -1.366 0.000
H -0.546 -0.375 0.095 0.000
H -1.020 0.316 -1.423 0.000
H 4.538 -3.796 0.108 0.000
H 5.916 -3.368 -0.894 0.001
H 4.431 -3.872 -1.698 0.003
H 3.116 -1.480 -3.145 0.000
H 1.452 -1.124 -2.865 0.000
H 0.597 -2.978 -4.503 0.001
H -0.249 -2.645 -3.018 0.000
H 0.126 -4.334 -3.488 0.003
H 2.646 -4.756 -4.171 -0.001
H 2.674 -3.123 -4.781 0.000
H 3.899 -3.552 -3.624 0.000
H 2.076 -4.177 1.700 0.000
H 2.957 -5.104 0.419 -0.001
H 1.314 -5.484 0.778 0.000
H -0.312 -3.472 0.741 0.001
H -0.318 -4.855 -0.335 0.002
H -0.593 -3.206 -0.978 0.000
H 1.152 -1.742 0.560 0.000
H 2.739 -2.365 0.824 0.000
O 0.411 6.094 -0.867 0.000
C 1.106 6.179 0.102 0.000
O 1.403 5.108 0.879 0.000
C 2.164 5.525 2.026 0.000
C 2.793 6.853 1.626 0.000
C 1.743 7.428 0.678 0.000
H 1.484 5.630 2.874 0.000
H 2.905 4.764 2.258 0.000
H 3.024 7.491 2.476 0.000
H 3.719 6.672 1.080 0.000
H 0.977 7.996 1.208 0.000
H 2.179 8.034 -0.110 0.000
O 8.802 3.477 -5.144 0.000
C 7.743 3.061 -4.773 0.000
O 7.575 2.435 -3.585 0.000
C 6.221 1.953 -3.464 0.000
C 5.409 2.808 -4.424 0.000
C 6.425 3.100 -5.525 0.000
H 6.203 0.895 -3.731 0.000
H 5.895 2.054 -2.433 0.000
H 4.505 2.316 -4.771 0.000
H 5.120 3.741 -3.934 0.000
H 6.435 2.321 -6.289 0.000
H 6.275 4.073 -5.984 0.000
O -1.540 -5.537 1.305 0.001
C -2.612 -6.036 1.103 0.000
O -3.758 -5.517 1.584 0.000
C -4.872 -6.381 1.277 0.000
C -4.405 -7.205 0.085 0.000
C -2.902 -7.313 0.340 0.000
H -5.088 -6.993 2.153 0.000
H -5.743 -5.773 1.058 0.000
H -4.913 -8.163 0.002 0.000
H -4.578 -6.652 -0.840 0.000
H -2.652 -8.164 0.976 0.000
H -2.322 -7.352 -0.578 0.000
O -6.362 -4.837 3.451 0.000
C -5.977 -3.708 3.568 0.000
O -6.804 -2.674 3.853 0.000
C -6.069 -1.435 3.814 0.000
C -4.615 -1.824 4.031 0.000
C -4.561 -3.203 3.388 0.000
H -6.234 -0.970 2.839 0.000
H -6.447 -0.770 4.587 0.000
H -3.904 -1.117 3.611 0.000
H -4.412 -1.906 5.100 0.000
H -4.343 -3.148 2.322 0.000
H -3.853 -3.866 3.876 0.000
O -1.957 0.416 3.826 0.000
C -1.595 1.552 3.933 0.000
O -2.451 2.565 4.199 0.000
C -1.749 3.827 4.153 0.000
C -0.288 3.473 4.381 0.000
C -0.189 2.086 3.752 0.000
H -1.919 4.279 3.172 0.000
H -2.150 4.484 4.917 0.000
H 0.396 4.202 3.956 0.000
H -0.084 3.405 5.451 0.000
H 0.025 2.132 2.682 0.000
H 0.539 1.457 4.256 0.000
O 2.953 1.103 -7.187 0.000
C 2.095 1.498 -6.455 0.000
O 2.214 1.468 -5.105 0.000
C 0.993 1.907 -4.486 0.000
C 0.287 2.739 -5.548 0.000
C 0.737 2.055 -6.839 0.000
H 0.414 1.025 -4.197 0.000
H 1.224 2.484 -3.595 0.000
H -0.793 2.775 -5.417 0.000
H 0.662 3.762 -5.525 0.000
H 0.086 1.225 -7.114 0.000
H 0.828 2.750 -7.669 0.000
O -4.029 5.359 5.882 0.000
C -5.073 4.812 5.669 0.000
O -6.248 5.290 6.136 0.000
C -7.315 4.381 5.821 0.000
C -6.806 3.566 4.641 0.000
C -5.303 3.515 4.910 0.000
H -7.512 3.762 6.699 0.000
H -8.210 4.951 5.586 0.000
H -7.277 2.588 4.562 0.000
H -6.994 4.105 3.711 0.000
H -5.027 2.678 5.552 0.000
H -4.723 3.487 3.995 0.000
```

---

- Which of these has the lowest ΔE to the lowest compared entry with this formula, charge and spin?
  C41H64Br2NO17S

---

- Number 1 is which compound?
  C38H64ClN8NaO5P2

---

- Number 1 is which compound?
  C38H64ClN8NaO5P2

---

- What is the formula in the first record?
  C38H64ClN8NaO5P2